Computed, not measured: the molecule C7H10O3 at a distorted geometry, with the ωB97M-V functional and the def2-TZVPD basis.

ORCA input file:
```
! RIJCOSX wB97M-V def2-TZVPD def2/J DEFGRID3
* xyz 0 1
O 2.442 1.464 -0.836
O -1.343 1.201 0.046
O 2.619 -0.307 1.391
C 1.631 -0.822 0.917
C -0.739 0.036 0.388
C -0.917 2.368 0.731
C -0.621 -2.359 -0.735
C 0.743 -0.126 -0.045
C 1.347 1.031 -0.828
C -0.472 -0.834 -0.751
H -1.065 -0.496 1.250
H -0.301 2.977 0.154
H -0.705 -0.641 -1.743
H -1.796 2.805 1.067
H 0.310 -2.749 -0.968
H -1.063 -2.805 0.104
H 0.663 1.659 -1.509
H 1.037 -1.727 1.343
H -1.245 -2.651 -1.594
H -0.523 1.976 1.619
*
```

Summary:
HOMO-LUMO gap = 10.01 eV
relative energy (zero: lowest compared OMol25 entry of this formula, charge and spin) = 74.09 kcal per mole
lowest unoccupied orbital energy = 0.73 eV
total energy = -13560.1034 eV